Density functional theory data (ωB97M-V/def2-TZVPD) for a 16-piece molecular cluster, C3H37O16 overall.

- Spin multiplicity: 2
- Frontier orbital gap (alpha / beta): 10.3776 / 5.5413 eV
- HOMO energy (alpha / beta): -11.0 / -11.0 eV

Structure (XYZ):
```
56
Properties=species:S:1:pos:R:3:forces:R:3
O 3.78764 -0.45778 -1.82249 -1.37 -0.42 0.41
O 3.61444 2.73174 -0.83637 -0.68 0.61 -0.28
O -4.10993 -1.55258 1.93290 -1.56 0.22 0.07
O -1.80315 -1.64449 3.57892 -0.84 0.00 0.40
O 0.97663 -2.09786 3.14153 -0.15 0.27 -0.41
O -2.26425 -0.92576 -3.46746 0.21 0.05 0.32
O -1.79889 1.46125 -2.11782 0.51 -0.08 0.17
O -0.20542 0.98457 -0.35232 1.71 0.61 1.42
O 0.45354 -2.63375 -2.33268 -0.94 0.77 -0.42
O -0.37808 3.68976 -2.84543 -0.28 -0.49 0.26
O 4.61742 -0.99130 0.77763 -0.14 0.31 0.26
O 2.22324 -2.21321 0.00223 -0.66 -0.40 0.07
O -1.63571 -0.86666 0.48931 0.71 -0.73 0.61
O 1.21500 0.14717 -2.47830 -0.74 0.43 0.47
O -3.44955 1.04999 0.64076 -0.09 1.12 -0.45
O 0.38180 -4.24990 -0.12273 0.24 -0.50 -0.45
C -0.30180 1.90895 1.92578 1.12 -1.71 -0.34
C 0.08390 2.08022 0.41715 -0.84 -0.03 0.19
C -0.37485 3.22963 2.63302 0.39 1.17 -0.88
H 3.73961 2.54681 0.09588 0.33 -0.50 -0.11
H 0.39838 -2.68641 2.64248 0.08 -0.27 0.28
H -3.61104 -1.75998 1.14706 0.66 -0.05 0.39
H -0.10260 -3.51064 0.23241 -0.61 0.26 0.19
H -1.95510 -0.10540 -3.03138 -0.14 -0.14 -0.25
H 0.24141 -4.16945 -1.08700 0.09 0.10 0.49
H 0.42970 3.94498 2.39616 0.52 -0.79 0.16
H -0.40131 3.12645 3.71429 -0.51 0.10 -0.08
H 3.67291 -1.33483 -1.41719 0.86 -0.14 -0.13
H 1.37581 -1.57450 2.43520 0.37 -0.08 0.16
H 3.64235 1.92723 -1.36593 0.36 -0.33 0.45
H -1.74793 -1.43332 -0.27946 0.09 0.20 -0.39
H 4.10293 -1.77633 0.99392 -0.01 0.06 -0.03
H -3.60795 -1.49111 2.75334 0.49 -0.10 -0.37
H -3.22037 -0.82175 -3.49576 0.00 -0.11 -0.10
H 0.40538 3.23417 -2.51950 0.20 0.27 -0.11
H -1.74355 -1.84872 2.64236 0.62 0.25 -0.03
H 0.89366 0.47501 -1.61643 0.23 -0.18 -0.51
H 0.28642 -1.66844 -2.26148 0.60 -0.54 -0.08
H 0.79995 0.76335 -3.09786 0.15 -0.15 -0.30
H -4.13127 0.46028 0.97986 0.27 -0.28 0.30
H -2.71261 1.42459 -1.80690 0.19 0.11 0.56
H -2.59108 0.68747 0.88947 -0.91 -0.43 0.01
H -0.37298 2.94712 -0.06829 0.38 0.36 0.17
H -0.95176 -1.36132 3.92491 0.25 -0.18 -0.41
H 4.06324 -0.51726 0.13386 0.53 -0.20 0.18
H -1.11650 1.35363 -1.35032 -2.00 0.07 -1.54
H -1.16941 3.80803 2.15317 -0.71 -0.26 0.83
H -1.20439 1.30125 2.01705 -0.39 0.61 -0.16
H 0.42721 1.17049 2.31168 0.11 0.71 0.28
H -0.15980 -2.83198 -3.05706 0.13 -0.23 0.00
H -0.89025 -0.24424 0.31791 -0.42 -0.99 -0.14
H 1.65145 -3.00889 -0.16017 0.73 0.17 0.10
H 1.20713 2.13387 0.41871 -0.23 0.22 -0.21
H 2.82761 -0.33879 -1.98702 0.73 0.55 -0.72
H -1.09077 3.02911 -2.69372 0.32 0.45 -0.23
H 1.58356 -1.50045 -0.06787 0.04 0.25 -0.07
```
Forces are in eV/Å.

natural (NBO) atomic charge list, values in e, 5 entries:
1. O -0.973
2. O -0.961
3. O -0.979
4. O -0.978
5. O -0.933

***

Density functional theory data (ωB97M-V/def2-TZVPD) for a 16-piece molecular cluster, C3H38O16 overall.

- Frontier orbital gap: 9.5870 eV
- HOMO energy: -9.9 eV

Structure (XYZ):
```
57
Properties=species:S:1:pos:R:3:forces:R:3
O -0.91993 -4.46045 -1.08545 0.25 0.24 -0.04
O -3.39237 0.95297 0.08778 -0.75 -0.15 0.34
O -3.69055 -0.43944 -2.19649 -0.07 -0.30 -0.96
O -2.61481 -2.69422 3.01887 0.29 -0.05 0.25
O -0.99586 0.22482 1.47944 -0.32 0.72 -0.28
O -2.05889 3.23994 -0.89192 -0.74 -0.01 0.37
O 0.14006 -0.84531 4.13379 -0.03 0.23 -0.32
O 1.06258 -3.21329 -2.92113 0.11 -0.19 -0.33
O 2.23528 1.16477 -3.27274 -0.26 0.68 -0.30
O 0.55168 3.40190 -1.92112 -0.55 0.24 -0.33
O 2.91538 3.38147 -0.20850 -0.36 0.40 -0.77
O 3.64650 2.06290 2.07817 -0.02 -0.05 -0.31
O -1.08044 2.78681 3.08084 0.24 0.25 0.29
O 2.24759 1.06855 4.23156 0.19 0.03 0.24
O 2.88245 -1.45208 -2.21866 0.72 0.91 0.47
O -3.20179 -3.49831 -2.40297 -0.28 0.00 -0.01
C 1.22129 0.48245 0.47145 -0.16 0.88 0.09
C -0.28670 0.36524 0.23671 0.84 -2.10 -0.55
C -0.58593 -0.95710 -0.55806 -0.25 0.39 -0.45
H -0.42248 -0.08176 2.18572 0.31 -0.12 0.33
H 4.45073 1.57650 1.89692 0.20 -0.32 0.08
H -0.38133 -1.86062 0.01630 0.28 0.18 0.46
H 3.56834 3.18701 -0.88085 0.32 0.10 -0.14
H -0.66198 1.24746 -0.28190 -0.10 -0.12 0.04
H -0.68616 -4.65499 -0.17785 0.06 0.07 0.35
H -0.04841 -1.07928 -1.49841 0.40 0.45 0.03
H -2.51724 -2.06380 2.30523 -0.01 0.38 -0.26
H 0.47681 -3.34960 -2.17647 -0.34 -0.27 0.51
H 0.47672 -3.05960 -3.66233 -0.09 0.12 -0.31
H -2.98862 -3.51874 -3.33591 -0.15 0.16 -0.30
H 0.43734 -1.69122 3.79868 0.19 -0.29 0.01
H -3.85755 0.19781 -1.50204 0.13 0.28 0.54
H -1.62460 -1.05215 -0.87463 -0.13 0.40 0.30
H 0.73444 2.96981 -2.75546 -0.02 -0.33 -0.31
H 2.24433 -2.08780 -2.54252 -0.70 -0.56 -0.26
H -2.27068 4.11070 -0.55554 -0.07 0.21 0.10
H -0.73689 -1.01770 4.47651 -0.40 -0.04 0.15
H 1.36238 0.71205 4.30608 -0.31 -0.22 0.19
H -2.35329 -3.54041 -1.96195 0.29 -0.11 0.34
H 3.72525 -1.77356 -2.53893 0.25 0.03 -0.05
H 1.46761 1.37496 1.04666 -0.40 -0.13 0.58
H -1.05814 -5.31836 -1.48685 -0.09 -0.32 -0.22
H -1.96920 3.13795 3.13589 -0.20 0.09 0.04
H 2.84381 1.80325 -2.90091 0.20 0.13 -0.02
H -3.40164 -1.22685 -1.73525 -0.22 -0.32 -0.08
H -2.58622 0.62971 0.49008 0.10 -0.11 0.36
H 2.95844 2.63614 0.39055 0.14 -0.25 0.64
H 3.93835 2.84037 2.55419 0.02 0.36 0.19
H 1.79355 0.69971 -0.43045 -0.28 -0.66 -0.39
H 2.26505 1.48994 3.37228 0.17 0.06 -0.20
H 1.34507 3.26798 -1.40264 0.42 0.09 0.66
H -1.10543 2.18611 2.33601 -0.06 -0.43 -0.33
H -1.26242 3.36882 -1.40696 0.83 -0.08 -0.30
H -3.04322 -3.44911 2.61534 -0.18 -0.19 -0.03
H -3.18701 1.85064 -0.17346 0.32 0.49 -0.28
H 1.61012 -0.39854 0.98209 0.11 -0.03 -0.08
H 2.38852 0.36549 -2.76885 0.15 -0.86 0.23
```
Forces are in eV/Å.

natural (NBO) atomic charge list, values in e, 5 entries:
1. O -0.965
2. O -0.981
3. O -0.970
4. O -0.952
5. O -0.790

***

Density functional theory data (ωB97M-V/def2-TZVPD) for a 16-piece molecular cluster, C3H39N2O15 overall.

- Frontier orbital gap: 10.1482 eV
- Charge: +1
- HOMO energy: -13.0 eV

Structure (XYZ):
```
59
Properties=species:S:1:pos:R:3:forces:R:3
O 0.76212 3.13634 -1.43790 0.18 -0.47 1.22
O -4.81034 -0.05113 -1.01181 -0.13 1.32 -1.34
O 1.46232 1.52757 2.64680 -1.84 0.06 1.46
O -0.28394 2.66187 -3.76193 1.26 -3.45 0.42
O 3.72991 -0.48303 -0.66350 -1.75 3.20 -1.50
O 1.20079 -1.34419 -4.79509 -2.58 0.84 0.50
O 0.28179 -3.23756 -2.76216 4.50 -1.13 0.02
O 1.27486 0.51238 -1.75623 -1.06 -3.56 -2.70
O 2.29113 -1.52369 3.76458 1.08 -3.71 -3.27
O 3.50074 1.50942 1.14461 0.36 0.02 -0.87
O -1.18114 -0.80190 -2.15333 -1.49 1.05 -2.64
O -4.15539 -0.34134 1.45226 3.43 1.12 4.15
O -0.84883 0.78932 4.20209 3.38 -0.68 -2.51
O -3.09567 1.91647 2.46906 0.22 0.96 -0.32
O 2.97896 -1.79232 -2.60644 -0.17 -2.06 -1.68
N -0.49958 1.58756 0.33664 0.93 -1.10 0.79
N -1.10224 -0.49218 1.29241 6.40 -2.92 -0.41
C -0.19106 0.31929 0.80797 -2.52 2.96 -1.87
C -1.49311 -2.42014 2.75749 -4.90 -0.42 4.81
C -0.62069 -1.89655 1.76152 1.74 1.28 -2.74
H 0.22275 2.04066 -0.27098 -0.77 -0.42 1.33
H -4.48457 0.39382 -1.82214 -0.59 0.01 0.62
H 0.50164 2.56946 -2.15904 -0.86 -0.09 -0.26
H -4.48178 -1.10670 1.13812 -1.80 -4.33 -1.28
H 2.97274 -0.82952 -1.18553 0.85 0.28 0.30
H 2.11462 1.44501 1.97254 1.46 -0.20 -1.20
H 0.26792 -1.54262 -4.45969 1.93 0.24 -0.91
H -4.27407 -0.82404 -1.03440 0.66 -1.21 0.11
H 4.01525 -1.19836 -0.19801 1.56 -3.15 2.13
H 1.72581 -2.03877 -4.42954 0.22 -0.74 -0.49
H -1.49677 1.39598 4.36451 -3.45 2.20 1.39
H -0.40394 -2.66105 -2.77137 -3.75 2.37 0.07
H 0.39003 -1.71508 2.07874 0.35 0.09 0.87
H -0.05740 1.63254 -3.55125 -0.54 3.70 -1.37
H 2.22180 -2.20770 -3.07725 0.34 0.30 1.34
H -0.40927 1.34466 3.48026 0.03 -1.70 1.20
H 0.02936 -4.13652 -2.74007 -0.79 -1.25 0.00
H -0.87114 0.09000 -2.39361 -0.49 -0.44 0.02
H 2.02144 -0.95909 4.40209 -1.21 3.23 2.89
H -0.63787 -0.96061 -1.43795 1.73 -0.84 2.69
H 0.57853 3.09233 -3.96495 -0.84 -0.67 -0.28
H 2.75452 -1.07318 3.06062 0.07 0.56 0.30
H -2.02078 -0.31884 1.41710 -3.82 1.38 0.46
H 3.63297 0.85917 0.39019 0.07 0.92 0.48
H 1.90868 1.17032 -1.83244 2.08 2.39 0.34
H 1.28048 3.76478 -1.88950 1.05 1.67 -0.33
H -2.67820 -2.27510 2.52268 2.80 -0.85 -0.04
H -3.64651 2.66578 2.10346 0.36 -2.01 0.73
H -1.54372 -1.91094 3.82400 0.86 -0.34 -2.27
H -0.40859 -2.66672 0.93589 -1.09 1.39 0.38
H -4.53524 0.28550 0.92643 -1.56 2.86 -2.49
H 1.55160 -0.05953 -2.56793 -0.79 0.89 1.79
H -1.28435 -3.46935 3.07058 -0.26 0.61 -0.83
H 3.68611 2.43472 0.89331 0.09 -0.95 -0.18
H -1.07804 2.25852 0.86713 0.02 -1.09 -0.41
H -3.49085 1.01436 2.51096 -0.38 1.38 -0.26
H 3.68011 -2.45278 -2.82982 -0.31 1.01 0.55
H 1.63205 2.40128 2.99608 -0.01 0.26 0.38
H 0.79809 0.03862 0.44748 -0.25 -0.77 0.71
```
Forces are in eV/Å.

natural (NBO) atomic charge list, values in e, 5 entries:
1. O -0.960
2. O -0.947
3. O -0.994
4. O -0.911
5. O -0.962

***

Values for max |F|, eV Å⁻¹, ordered as above
2.52 2.33 7.05